{"formula": "C37H44AsHfN6OP2Se4Te", "method": "wB97M-V/def2-TZVPD", "elements": ["Hf", "Se", "Se", "Se", "Se", "C", "N", "C", "C", "N", "N", "C", "N", "N", "H", "H", "H", "H", "H", "H", "H", "H", "H", "H", "H", "Te", "C", "C", "C", "N", "C", "C", "C", "P", "C", "C", "C", "C", "C", "C", "C", "C", "C", "C", "C", "C", "P", "C", "C", "C", "C", "C", "C", "C", "C", "C", "C", "C", "C", "H", "H", "H", "H", "H", "H", "H", "H", "H", "H", "H", "H", "H", "H", "H", "H", "H", "H", "H", "H", "H", "H", "H", "H", "C", "As", "C", "C", "O", "H", "H", "H", "H", "H", "H", "H", "H", "H"], "positions_angstrom": [[0.0107, -0.1927, -0.1151], [1.2269, -2.4947, -0.6795], [0.0863, -2.7408, -2.7292], [0.1301, -0.5325, -3.5088], [-1.4736, 0.6234, -2.2592], [4.3260, -1.8804, 1.7814], [3.3596, -1.5070, 2.8111], [3.6952, -1.8188, 4.1911], [2.1835, -0.9558, 2.4420], [1.9342, -0.4684, 1.2715], [1.2239, -0.8876, 3.4471], [-0.1204, -0.6835, 3.2630], [-0.8291, -0.6515, 4.4262], [-0.6517, -0.6017, 2.0973], [4.9288, -2.7013, 2.1631], [4.9787, -1.0474, 1.5151], [3.8104, -2.2298, 0.8861], [3.2937, -2.7846, 4.5101], [3.3670, -1.0345, 4.8755], [4.7783, -1.8520, 4.2781], [2.7592, -0.4963, 0.6782], [1.5111, -1.1441, 4.3743], [-0.3571, -0.4475, 5.2906], [-1.7915, -0.3640, 4.3780], [-1.6574, -0.4734, 2.1389], [0.9125, 5.0172, -0.4293], [2.6389, 5.6959, 0.5736], [3.9053, 5.3849, 0.0916], [5.0160, 5.8181, 0.7979], [4.9501, 6.5312, 1.9213], [3.7356, 6.8370, 2.3657], [2.5590, 6.4483, 1.7363], [1.1635, 2.9968, -0.0470], [0.1561, 2.2287, 1.1276], [0.7088, 2.8186, 2.7618], [0.1004, 3.9048, 3.3847], [0.6686, 4.4716, 4.5188], [1.8474, 3.9619, 5.0387], [2.4655, 2.8813, 4.4208], [1.9004, 2.3176, 3.2877], [-1.6290, 2.6228, 1.1144], [-2.4285, 2.2641, 2.2053], [-3.8106, 2.3355, 2.1295], [-4.4196, 2.7597, 0.9530], [-3.6375, 3.1367, -0.1280], [-2.2525, 3.0705, -0.0455], [1.6880, 1.7392, -1.1754], [3.4264, 1.2981, -0.7660], [4.1161, 1.9730, 0.2360], [5.4316, 1.6345, 0.5342], [6.0608, 0.6083, -0.1573], [5.3666, -0.0930, -1.1376], [4.0545, 0.2456, -1.4357], [1.9189, 2.5381, -2.8087], [0.8303, 2.9076, -3.5989], [1.0148, 3.6183, -4.7737], [2.2896, 3.9898, -5.1746], [3.3778, 3.6435, -4.3908], [3.1961, 2.9211, -3.2197], [4.0308, 4.8135, -0.8192], [6.0125, 5.5869, 0.4362], [3.6940, 7.4194, 3.2797], [1.6028, 6.7205, 2.1643], [-0.8147, 4.3188, 2.9798], [0.1927, 5.3229, 4.9874], [2.2931, 4.4141, 5.9146], [3.3994, 2.4963, 4.8106], [2.4101, 1.5147, 2.7755], [-1.9557, 1.9675, 3.1369], [-4.4152, 2.0806, 2.9909], [-5.4982, 2.8151, 0.8897], [-4.1031, 3.4874, -1.0395], [-1.6493, 3.3748, -0.8939], [3.6185, 2.7769, 0.7643], [5.9680, 2.1857, 1.2969], [7.0897, 0.3559, 0.0646], [5.8503, -0.8999, -1.6728], [3.5226, -0.2949, -2.2124], [-0.1719, 2.6536, -3.2868], [0.1558, 3.8930, -5.3716], [2.4333, 4.5518, -6.0876], [4.3765, 3.9375, -4.6858], [4.0654, 2.6598, -2.6334], [-2.1285, -4.2448, -0.1767], [-2.8990, -2.5202, -0.3986], [-3.6778, -2.3197, -2.1198], [-4.2914, -2.3204, 0.8846], [-1.7827, -1.3238, -0.0495], [-2.9176, -4.9717, 0.0110], [-1.4468, -4.1920, 0.6710], [-1.5711, -4.5065, -1.0726], [-4.5260, -2.9994, -2.1995], [-2.9292, -2.5417, -2.8764], [-3.9978, -1.2838, -2.2188], [-5.0524, -3.0842, 0.7306], [-4.7301, -1.3304, 0.7646], [-3.8701, -2.4188, 1.8841]], "atomic_forces_ev_per_a": [[-0.30, -1.09, 0.90], [0.15, 0.00, -0.27], [0.01, 0.01, -0.01], [-0.01, -0.06, 0.08], [0.02, 0.18, -0.11], [0.03, 0.07, 0.02], [-0.12, 0.02, -0.08], [0.05, 0.01, 0.04], [0.05, 0.13, 0.13], [-0.07, -0.20, -0.31], [-0.03, -0.09, -0.10], [0.04, 0.11, 0.14], [-0.01, -0.09, -0.03], [0.05, 0.18, -0.18], [0.01, 0.00, -0.01], [-0.02, -0.01, 0.00], [0.01, -0.02, 0.01], [-0.01, 0.01, 0.01], [0.01, 0.02, -0.01], [-0.01, -0.03, 0.00], [0.01, 0.04, 0.03], [-0.02, -0.07, -0.02], [-0.01, 0.06, 0.00], [0.01, 0.02, 0.02], [0.01, -0.02, 0.03], [0.14, 0.14, -0.01], [0.17, 0.08, 0.05], [-0.03, 0.04, 0.02], [0.07, 0.00, 0.00], [-0.03, -0.04, -0.02], [-0.02, 0.01, 0.03], [0.01, -0.02, 0.03], [-0.69, -0.21, -0.50], [0.14, 0.22, -0.29], [-0.06, -0.12, 0.06], [-0.04, -0.03, 0.08], [-0.04, 0.00, -0.03], [0.03, -0.02, 0.02], [-0.05, 0.02, 0.01], [0.01, 0.10, 0.03], [-0.08, 0.01, 0.07], [0.03, 0.01, 0.00], [-0.02, 0.01, -0.05], [0.01, -0.01, 0.04], [0.01, -0.01, 0.01], [0.02, 0.08, -0.07], [0.37, 0.46, 0.35], [0.02, 0.02, 0.00], [0.04, -0.05, -0.03], [-0.02, 0.02, 0.01], [-0.01, 0.03, -0.03], [0.02, 0.01, 0.02], [0.00, 0.00, -0.05], [0.07, -0.11, -0.03], [-0.05, 0.04, 0.09], [0.01, 0.02, -0.01], [-0.01, -0.01, 0.01], [0.00, 0.01, 0.01], [-0.01, -0.05, -0.05], [0.00, 0.01, -0.04], [0.01, -0.01, 0.01], [0.00, 0.02, 0.01], [-0.01, 0.00, -0.01], [0.03, 0.03, -0.02], [0.00, 0.01, 0.01], [0.01, 0.00, 0.01], [0.02, 0.00, 0.00], [0.07, 0.01, -0.07], [-0.01, -0.03, -0.01], [-0.01, -0.01, 0.01], [-0.01, 0.01, 0.00], [0.00, 0.01, -0.01], [0.01, -0.07, 0.00], [-0.01, 0.01, 0.03], [0.00, 0.01, 0.01], [0.02, -0.01, 0.00], [0.01, 0.00, -0.02], [-0.02, 0.00, 0.02], [0.02, 0.03, 0.00], [-0.01, 0.00, 0.00], [0.00, 0.00, -0.01], [0.01, -0.01, 0.00], [0.01, 0.01, 0.02], [0.09, -0.12, 0.06], [0.20, 0.21, -0.14], [-0.06, 0.05, -0.14], [-0.12, 0.04, 0.12], [0.00, 0.10, 0.19], [0.00, -0.01, -0.01], [0.00, -0.04, -0.02], [-0.01, -0.01, 0.02], [0.00, -0.01, -0.02], [-0.02, 0.02, 0.00], [-0.01, -0.04, -0.03], [-0.01, 0.01, 0.02], [0.00, -0.01, 0.02], [-0.02, -0.02, -0.01]], "total_charge": 1, "de_lowest_kcal_mol": 2.8, "orbital_gap_ev": 7.003}